{
  "formula": "C27H30N4O4",
  "method": "the ωB97M-V functional and the def2-TZVPD basis",
  "multiplicity": 1,
  "total_charge": 0,
  "lumo_energy_ev": 0.043,
  "elements": ["C", "H", "H", "H", "C", "C", "C", "C", "C", "C", "C", "H", "H", "N", "C", "O", "C", "N", "C", "O", "C", "C", "C", "C", "O", "H", "H", "H", "H", "H", "H", "C", "C", "C", "C", "N", "C", "C", "H", "H", "H", "H", "H", "C", "O", "N", "H", "C", "C", "H", "C", "H", "H", "C", "H", "H", "C", "H", "H", "H", "H", "H", "H", "H", "H"],
  "xyz": [[-0.0503, -6.2138, -1.2627], [0.1112, -7.2974, -1.5447], [-0.1704, -5.8642, -2.3678], [-0.8900, -6.0554, -0.7711], [1.2977, -5.4085, -0.7186], [0.9713, -4.0037, -0.2918], [0.2408, -3.5068, 0.9395], [0.1350, -2.3361, 0.8912], [0.5094, -1.4157, -0.0427], [1.0487, -1.7971, -1.1950], [1.4189, -3.3517, -1.2152], [2.0410, -3.5769, -2.1748], [1.3872, -0.9427, -2.0373], [0.0125, -0.1221, 0.1658], [0.9177, 0.8951, 0.6632], [0.4437, 2.0962, 1.0208], [2.0678, 0.5004, 1.2339], [2.7626, 1.4279, 2.1133], [3.3052, 0.9597, 3.1724], [3.3551, -0.0703, 3.8284], [3.8761, 2.2936, 3.9680], [4.3660, 2.3107, 5.4370], [4.6000, 3.6334, 5.5203], [4.0676, 4.3595, 4.5267], [3.8379, 3.3468, 3.3384], [4.0637, 5.3826, 4.0312], [5.0412, 4.3610, 6.2668], [4.6440, 1.3786, 5.8556], [2.5433, 2.3769, 1.9196], [1.9440, -0.5064, 1.8984], [2.8171, -0.0363, 0.3698], [-1.0920, 0.4569, -0.5460], [-2.2648, -0.7109, -0.4539], [-3.1370, -0.6379, 0.5623], [-4.0350, -1.7516, 0.5974], [-4.1021, -2.9508, -0.3217], [-3.1083, -2.6646, -1.4920], [-2.4654, -1.6422, -1.2658], [-1.5809, -1.6330, -2.2514], [-3.2474, -3.5125, -1.9358], [-4.9506, -1.8838, 1.4200], [-3.2189, -0.0692, 1.6655], [-1.4921, 1.3578, 0.2001], [-0.9503, 1.0689, -1.8909], [0.2553, 0.7635, -2.4419], [-2.1372, 1.5036, -2.5977], [-2.9873, 1.6333, -1.9848], [-2.2044, 2.1014, -3.9173], [-3.0023, 1.1027, -4.7571], [-2.5154, 0.6431, -5.3582], [-4.0577, 2.1745, -5.2488], [-5.0502, 1.7553, -5.3698], [-3.8028, 2.5042, -6.3603], [-4.1684, 3.4173, -4.1681], [-4.7776, 3.1040, -3.2982], [-4.6121, 4.1883, -4.4160], [-2.4948, 3.5137, -3.8949], [-2.0211, 4.0066, -4.5519], [-2.3665, 3.8559, -2.8934], [-3.8850, 0.4422, -3.9623], [-1.0334, 1.9483, -4.3124], [-0.5920, -1.9793, 1.8675], [0.0400, -4.3879, 1.4703], [2.1582, -5.6400, -0.9820], [1.3130, -5.9622, 0.3909]],
  "forces_ev_per_angstrom": [[6.374, -0.104, -6.091], [0.086, 0.929, 1.264], [-0.297, 0.044, 1.746], [-3.606, 0.842, 2.607], [-11.392, -3.056, 9.083], [-1.940, -6.670, 4.917], [4.387, -15.047, -4.944], [-5.965, 12.618, 7.147], [-0.540, 1.411, -2.279], [3.422, -0.962, -2.567], [3.083, 12.072, -9.242], [-1.402, -0.327, 2.052], [-1.199, -2.772, 2.392], [2.568, 4.851, -0.021], [-9.096, 4.715, 1.110], [2.064, -4.770, -2.636], [7.548, -6.187, 1.605], [-2.419, -2.243, -4.614], [2.747, 3.150, 6.742], [-0.411, -0.332, -2.132], [1.017, -7.468, 4.060], [-1.665, -1.964, -6.605], [0.525, 4.728, 2.478], [0.349, 1.307, -5.115], [-0.735, 5.409, 2.154], [0.362, -1.536, 1.414], [-0.476, -1.614, -0.169], [0.145, -0.208, 0.829], [0.270, 0.930, 0.363], [-0.150, 2.184, -1.471], [-1.716, 1.722, 2.046], [-4.514, 0.224, 3.478], [2.604, 8.854, 4.794], [-3.059, -1.204, 5.254], [-3.305, -4.708, -0.630], [2.552, 6.355, 0.506], [-8.963, -3.960, 8.432], [9.309, 0.582, -11.321], [-2.061, 0.503, 2.453], [0.538, -4.131, -4.180], [2.896, 0.628, -2.035], [0.728, -0.766, -3.656], [0.924, -2.299, -1.822], [3.705, -2.554, -4.958], [-6.120, 2.803, 1.663], [2.361, -0.477, 4.265], [1.413, -0.275, -0.887], [6.724, -4.668, -0.078], [-11.193, 7.760, 9.901], [5.506, -6.048, -7.401], [-0.823, 1.197, -2.400], [-0.155, -0.270, -0.036], [-0.276, -0.023, 2.328], [6.722, -9.167, 1.217], [0.887, -0.442, 0.025], [-3.826, 7.657, -3.388], [-7.990, -2.662, 4.631], [3.136, 3.927, -4.929], [0.539, 0.674, 0.506], [3.500, 1.288, -2.352], [-2.704, 0.435, 1.067], [2.166, 0.076, -2.616], [-1.044, -0.140, 1.830], [7.576, -1.610, -3.632], [0.311, 0.789, -2.150]],
  "nbo_charge": [-0.59, 0.22, 0.19, 0.20, -0.34, -0.05, -0.23, -0.11, -0.01, -0.13, -0.22, 0.22, 0.29, -0.45, 0.66, -0.65, -0.36, -0.59, 0.65, -0.60, 0.34, -0.38, -0.28, -0.04, -0.44, 0.23, 0.25, 0.26, 0.45, 0.30, 0.25, -0.12, 0.00, -0.26, -0.02, -0.39, 0.01, -0.24, 0.19, 0.22, 0.22, 0.26, 0.28, 0.66, -0.67, -0.61, 0.40, -0.06, -0.29, 0.17, -0.42, 0.21, 0.20, -0.36, 0.19, 0.18, -0.40, 0.20, 0.22, 0.17, 0.23, 0.20, 0.24, 0.19, 0.16]
}

{
  "formula": "C21H31NPdSSb2Te",
  "method": "the ωB97M-V functional and the def2-TZVPD basis",
  "multiplicity": 1,
  "total_charge": 2,
  "lumo_energy_ev": -8.030,
  "elements": ["Pd", "C", "Sb", "C", "C", "C", "C", "C", "C", "C", "C", "C", "Sb", "C", "C", "H", "H", "H", "H", "H", "H", "H", "H", "H", "H", "H", "H", "H", "H", "H", "H", "H", "H", "H", "H", "S", "C", "N", "C", "C", "C", "C", "C", "C", "H", "H", "H", "H", "H", "C", "Te", "C", "H", "H", "H", "H", "H", "H"],
  "xyz": [[0.9668, -0.1548, 0.5364], [-2.5783, 0.6752, 3.0988], [-0.9236, 1.1902, 1.8310], [0.5334, 1.0913, 3.4535], [-1.0411, 3.4425, 1.7114], [0.0599, 4.0581, 2.4667], [-0.1559, 4.4229, 3.8006], [0.8508, 4.9691, 4.5716], [2.1158, 5.1465, 4.0240], [2.3441, 4.8025, 2.7036], [1.3318, 4.2743, 1.8996], [1.6222, 3.9707, 0.4746], [2.3963, 1.9365, 0.1229], [4.3202, 2.0515, 1.0489], [3.0173, 2.2909, -1.8832], [-2.4122, 1.1751, 4.0508], [-2.6117, -0.4025, 3.2423], [-3.5130, 1.0044, 2.6516], [0.7880, 2.1008, 3.7748], [1.4363, 0.5808, 3.1263], [0.0954, 0.5530, 4.2927], [-2.0178, 3.6218, 2.1566], [-1.0667, 3.6742, 0.6511], [-1.1458, 4.2799, 4.2199], [0.6526, 5.2737, 5.5903], [2.9109, 5.5552, 4.6326], [3.3201, 4.9734, 2.2634], [2.4432, 4.5719, 0.0861], [0.7637, 4.0562, -0.1876], [4.7446, 3.0173, 0.7794], [4.9503, 1.2608, 0.6446], [4.2699, 1.9594, 2.1311], [3.6688, 3.1632, -1.8760], [2.1566, 2.4774, -2.5217], [3.5694, 1.4322, -2.2600], [3.0715, -2.4187, -3.2378], [3.0644, -1.5945, -1.7391], [1.9294, -1.0808, -1.3706], [0.9325, -1.3248, -2.3147], [-0.3992, -0.9040, -2.2574], [-1.2449, -1.2481, -3.2893], [-0.7898, -1.9981, -4.3802], [0.5230, -2.4091, -4.4618], [1.3804, -2.0633, -3.4212], [3.9708, -1.5101, -1.1556], [-0.7513, -0.3083, -1.4263], [-2.2792, -0.9324, -3.2680], [-1.4816, -2.2534, -5.1708], [0.8772, -2.9807, -5.3088], [0.0143, -2.5544, 3.4783], [0.6342, -2.5649, 1.4276], [2.7070, -2.3668, 1.9554], [0.3072, -3.5086, 3.9104], [-1.0673, -2.4563, 3.5270], [0.5001, -1.7435, 4.0120], [2.8595, -1.4222, 2.4745], [3.2982, -2.4001, 1.0442], [2.9803, -3.1960, 2.6041]],
  "forces_ev_per_angstrom": [[-0.125, -0.115, -1.009], [-0.178, -0.221, -0.548], [1.631, 0.496, 1.341], [-0.319, 0.152, -0.038], [-0.399, -1.020, -0.404], [0.567, 0.329, 0.252], [-0.154, -0.089, -0.301], [0.171, 0.118, 0.066], [-0.142, -0.073, 0.196], [-0.085, -0.036, -0.256], [-0.248, 0.056, 0.520], [0.408, -1.017, -0.270], [-0.135, 1.509, -0.431], [-0.211, -0.254, 0.107], [-0.083, -0.274, 0.087], [0.128, 0.075, -0.068], [0.021, 0.015, 0.008], [0.000, -0.005, 0.010], [0.019, -0.037, 0.008], [0.026, -0.021, 0.038], [-0.020, -0.015, 0.008], [-0.017, 0.102, -0.050], [-0.089, 0.078, 0.022], [0.019, 0.031, 0.052], [0.000, -0.053, 0.008], [0.023, 0.045, -0.063], [0.012, 0.033, 0.035], [-0.092, 0.143, -0.018], [0.034, 0.134, -0.038], [-0.070, 0.020, -0.034], [-0.015, -0.005, 0.009], [-0.058, 0.014, -0.008], [-0.017, 0.015, 0.028], [-0.013, -0.011, 0.010], [-0.013, 0.012, -0.036], [-0.124, 0.143, 0.141], [0.148, -0.090, -0.149], [-0.526, 0.197, 1.019], [-0.001, -0.150, -0.414], [0.055, -0.023, -0.034], [-0.005, 0.036, 0.043], [0.043, -0.041, -0.029], [-0.004, -0.050, -0.105], [0.115, 0.144, 0.314], [-0.016, -0.019, 0.024], [-0.036, 0.015, 0.053], [0.014, 0.014, 0.036], [0.025, -0.008, -0.019], [-0.008, 0.000, 0.000], [-0.040, 0.081, -0.152], [0.021, -0.257, 0.295], [-0.168, -0.051, -0.073], [0.011, -0.033, -0.098], [0.007, 0.001, -0.038], [0.009, 0.051, -0.058], [-0.027, -0.012, 0.009], [-0.025, -0.045, 0.021], [-0.043, -0.031, -0.020]],
  "nbo_charge": [0.21, -0.92, 1.08, -0.97, -0.62, -0.09, -0.18, -0.19, -0.18, -0.20, -0.06, -0.69, 1.17, -0.95, -0.96, 0.25, 0.24, 0.26, 0.26, 0.21, 0.24, 0.25, 0.24, 0.22, 0.24, 0.24, 0.22, 0.25, 0.24, 0.25, 0.25, 0.25, 0.25, 0.25, 0.24, 0.53, -0.12, -0.54, 0.15, -0.25, -0.17, -0.18, -0.19, -0.25, 0.24, 0.21, 0.24, 0.25, 0.25, -0.86, 0.77, -0.87, 0.26, 0.24, 0.24, 0.23, 0.23, 0.26]
}

Relative energy (zero: lowest compared OMol25 entry of this formula, charge and spin)? In order: 599.1 39.9 kcal/mol.